Record 1
# C6H10

2 unconnected molecules or ions with the total composition C6H10 (ωB97M-V with the def2-TZVPD basis set, the Open Molecules 2025 dataset).

**Energy above the lowest of the compared OMol25 structures with the same formula, charge and spin**: 404.9 kJ/mol
**Maximum force**: 0.0450 hartree/bohr
**HOMO energy (alpha / beta)**: -7.69 / -7.59 eV
**Molar mass**: 82.15 g mol⁻¹

The geometry in XYZ format:
```
16
C6H10, DFT ωB97M-V with the def2-TZVPD basis set
C 0.358 0.748 -1.106
C -0.802 1.125 -0.180
C -0.165 -0.841 1.208
C 0.543 -0.776 -1.196
H 0.389 -2.568 0.134
H 0.221 1.165 -2.111
H 0.629 0.293 2.539
H -0.977 2.205 -0.156
C -0.529 0.534 1.211
C 0.241 -1.493 0.104
H 0.072 -1.113 2.263
H -0.091 -1.194 -1.990
H -0.982 1.001 2.064
H -1.743 0.688 -0.588
H 1.579 -0.985 -1.513
H 1.257 1.210 -0.683
```

---

Record 2
# C6H10

C6H10 in the gas phase (ωB97M-V with the def2-TZVPD basis set, the Open Molecules 2025 dataset).

**Energy above the lowest of the compared OMol25 structures with the same formula, charge and spin**: 280.2 kJ/mol
**Maximum force**: 0.0090 hartree/bohr
**HOMO energy**: -8.32 eV
**Molar mass**: 82.15 g mol⁻¹

The geometry in XYZ format:
```
16
C6H10, DFT ωB97M-V with the def2-TZVPD basis set
C 0.523 0.088 -0.378
C -0.551 -0.988 -0.168
H 0.609 0.299 -1.455
H 2.615 0.559 0.005
H -0.404 -1.473 0.808
H 2.313 -1.153 -0.324
H 0.329 2.283 0.135
H -0.129 1.148 1.401
C 1.905 -0.261 0.164
H -0.531 -1.775 -0.930
H -2.207 -0.002 -1.204
C -1.861 -0.176 -0.166
C -0.139 1.306 0.295
C -1.616 1.243 0.234
H 1.859 -0.460 1.242
H -2.716 -0.638 0.341
```

---

Record 3
# C6H10

2 unconnected molecules or ions with the total composition C6H10 (ωB97M-V with the def2-TZVPD basis set, the Open Molecules 2025 dataset).

**Energy above the lowest of the compared OMol25 structures with the same formula, charge and spin**: 386.0 kJ/mol
**Maximum force**: 0.0118 hartree/bohr
**HOMO energy**: -7.84 eV
**Molar mass**: 82.15 g mol⁻¹

The geometry in XYZ format:
```
16
C6H10, DFT ωB97M-V with the def2-TZVPD basis set
H -2.206 1.281 -1.977
H -2.366 -0.895 -0.071
H 2.668 -0.584 0.667
H 0.356 -1.973 0.621
H 2.637 1.112 0.010
H -2.422 1.555 -1.317
C -1.414 0.894 0.616
H -0.109 -1.468 -0.993
C -0.018 1.196 0.431
H -1.754 -0.938 1.565
C 0.742 0.105 0.151
H 2.415 -0.331 -1.072
C -1.495 -0.612 0.541
H 0.373 2.216 0.475
C 2.223 0.092 -0.077
C -0.098 -1.143 0.061
```